56
Properties=species:S:1:pos:R:3 method="wB97M-V/def2-TZVPD" e_homo_ev=-0.754 e_tot_ev=-75853.3826 fmax_ev_per_a=0.9 total_charge=-2 relative_energy_kj_mol=0.0 gap_ev=5.466
Sr 0.811 -0.209 0.040
S 0.189 1.865 2.845
S 2.239 2.881 0.927
Si -1.449 1.857 -1.107
F 1.988 1.235 4.686
F 2.869 4.720 2.712
F 4.049 2.911 2.873
F 0.092 1.924 5.458
F 4.404 4.301 1.255
F 1.494 3.339 4.624
O -1.402 0.816 0.083
O -0.199 0.487 2.879
O -0.791 2.904 2.779
O 3.048 2.004 0.118
O 1.562 3.964 0.278
N -1.034 -2.233 0.561
N 1.395 2.007 1.877
C -0.464 -4.014 -3.847
C -0.854 -2.672 -1.878
C -0.460 -3.527 0.905
C 1.000 2.102 4.487
C 0.100 1.725 -2.221
C 0.334 -1.930 -2.041
C 1.101 -2.323 -3.150
C -1.750 -2.309 -0.712
C 2.432 -1.808 1.512
C -1.666 3.658 -0.587
C 0.729 -3.333 -4.040
C -2.849 1.540 -2.355
C 3.454 3.742 2.016
C -1.950 -1.814 1.604
C -1.255 -3.678 -2.752
H 1.361 -3.578 -4.891
H -2.772 -2.545 1.721
H 2.040 -1.808 -3.360
H 0.229 -3.849 0.131
H 0.014 0.788 -2.786
H -2.334 -0.829 1.346
H -2.581 -3.037 -0.627
H -2.669 3.800 -0.173
H 0.064 2.551 -2.941
H 2.333 -2.832 1.129
H 3.513 -1.591 1.516
H -2.180 -1.314 -0.880
H 0.099 -3.443 1.834
H 1.117 1.754 -1.807
H -1.557 4.329 -1.449
H -0.766 -4.811 -4.520
H 2.120 -1.829 2.571
H -1.416 -1.736 2.548
H -1.254 -4.294 1.021
H -2.173 -4.231 -2.559
H -3.824 1.739 -1.901
H -2.834 0.498 -2.687
H -2.753 2.181 -3.239
H -0.943 3.956 0.173